[1]
22
Properties=species:S:1:pos:R:3:mulliken_charge:R:1 method="wB97M-V/def2-TZVPD" e_homo_ev="-6.832 / -6.833" lumo_ha="0.0083 / 0.0083" charge=0 total_energy_ev=-14500.133 orbital_gap_ev="7.06 / 7.06" relative_energy_kcal_mol=77.8
C 0.413 1.304 -1.010 -0.199
C 1.095 0.172 2.115 -1.169
C 0.810 -0.890 1.064 0.764
N 1.238 0.507 -1.682 -0.379
N -0.563 2.028 -1.609 -0.458
O 1.661 -1.189 0.196 -0.810
H 0.736 1.660 -0.045 0.414
H -1.226 2.467 -0.989 0.280
H 1.678 -0.218 -1.047 0.364
H 0.931 0.173 -2.586 0.259
H -0.966 1.680 -2.466 0.281
H 1.666 -0.293 2.923 0.416
H 0.181 0.607 2.520 0.316
H 1.715 0.961 1.690 0.288
C -1.461 -1.213 -0.813 -1.352
C -0.964 -0.187 0.201 0.781
O 0.082 -1.985 1.569 -0.518
O -1.731 0.454 0.887 -0.607
H -0.505 -1.679 2.273 0.353
H -1.871 -0.683 -1.678 0.327
H -2.267 -1.808 -0.382 0.355
H -0.651 -1.867 -1.133 0.293

***

[2]
22
Properties=species:S:1:pos:R:3:mulliken_charge:R:1 method="wB97M-V/def2-TZVPD" e_homo_ev=-8.605 lumo_ha=0.0291 charge=0 total_energy_ev=-14499.086 orbital_gap_ev=9.40 relative_energy_kcal_mol=101.9
C -2.313 0.004 0.005 0.300
C 1.476 0.076 -1.210 -1.536
C 1.521 -0.148 1.392 -1.490
C -0.427 -0.763 -0.063 0.042
C 0.729 0.246 0.078 1.653
N -0.584 -1.973 -0.174 -0.656
N 0.386 1.581 0.179 -0.693
O -2.285 0.597 -1.186 -0.469
O -3.064 -1.156 0.129 -0.581
O -3.150 0.971 0.860 -0.540
H 1.016 0.328 -2.165 0.336
H 2.375 0.695 -1.110 0.421
H 1.709 -0.987 -1.348 0.338
H 1.055 0.481 2.121 0.371
H 1.575 -1.153 1.778 0.340
H 2.532 0.087 1.328 0.414
H -2.652 -1.971 -0.208 0.344
H 0.143 -2.677 -0.197 0.267
H 0.201 1.931 1.125 0.237
H -3.299 0.873 -1.387 0.340
H -0.409 1.941 -0.452 0.265
H -3.896 0.509 1.186 0.298

***

Copy entry 2 word for word.
22
Properties=species:S:1:pos:R:3:mulliken_charge:R:1 method="wB97M-V/def2-TZVPD" e_homo_ev=-8.605 lumo_ha=0.0291 charge=0 total_energy_ev=-14499.086 orbital_gap_ev=9.40 relative_energy_kcal_mol=101.9
C -2.313 0.004 0.005 0.300
C 1.476 0.076 -1.210 -1.536
C 1.521 -0.148 1.392 -1.490
C -0.427 -0.763 -0.063 0.042
C 0.729 0.246 0.078 1.653
N -0.584 -1.973 -0.174 -0.656
N 0.386 1.581 0.179 -0.693
O -2.285 0.597 -1.186 -0.469
O -3.064 -1.156 0.129 -0.581
O -3.150 0.971 0.860 -0.540
H 1.016 0.328 -2.165 0.336
H 2.375 0.695 -1.110 0.421
H 1.709 -0.987 -1.348 0.338
H 1.055 0.481 2.121 0.371
H 1.575 -1.153 1.778 0.340
H 2.532 0.087 1.328 0.414
H -2.652 -1.971 -0.208 0.344
H 0.143 -2.677 -0.197 0.267
H 0.201 1.931 1.125 0.237
H -3.299 0.873 -1.387 0.340
H -0.409 1.941 -0.452 0.265
H -3.896 0.509 1.186 0.298